No. 1
{
  "formula": "C4H7NO",
  "method": "ωB97M-V/def2-TZVPD",
  "e_homo_ev": -9.526,
  "smiles": "C[C@H]1COC=N1",
  "e_lumo_ha": 0.0340,
  "homo_lumo_gap_ev": 10.45,
  "relative_energy_kj_mol": 245.7,
  "max_force_ev_per_a": 2.57,
  "symbols": ["C", "C", "C", "O", "C", "N", "H", "H", "H", "H", "H", "H", "H"],
  "coordinates": [[0.0306, 1.1204, -1.2064], [0.1825, -0.1912, -0.4404], [0.9277, -0.2682, 0.8257], [-0.4279, -0.4439, 1.9140], [-1.3151, -0.8769, 1.0170], [-1.0816, -0.8781, -0.2428], [-0.4605, 0.9037, -2.1625], [1.0088, 1.5716, -1.4157], [-0.5934, 1.8435, -0.6761], [0.9915, -0.7685, -0.9234], [1.7549, 0.4804, 0.8783], [1.2799, -1.2619, 1.0680], [-2.2974, -1.2310, 1.3643]]
}

=====

No. 2
{
  "formula": "C4H7NO",
  "method": "ωB97M-V/def2-TZVPD",
  "e_homo_ev": -8.788,
  "smiles": "C=C1N=CCO1.[H][H]",
  "e_lumo_ha": 0.0323,
  "homo_lumo_gap_ev": 9.67,
  "relative_energy_kj_mol": 340.2,
  "max_force_ev_per_a": 0.79,
  "symbols": ["C", "C", "N", "C", "C", "O", "H", "H", "H", "H", "H", "H", "H"],
  "coordinates": [[-1.8216, -0.3653, -0.7046], [-0.9662, 0.1867, 0.1583], [-0.3499, -0.5892, 1.1485], [0.8760, -0.2306, 1.1002], [1.0708, 1.0806, 0.3808], [-0.2336, 1.3106, -0.1435], [-2.2767, -1.3181, -0.4677], [-1.9845, 0.0862, -1.6749], [1.6719, -0.8125, 1.5561], [1.8140, 1.0915, -0.4265], [1.3299, 1.8556, 1.1116], [0.0980, -1.1106, -1.1883], [0.7719, -1.1849, -0.8500]]
}

=====

No. 3
{
  "formula": "C4H7NO",
  "method": "ωB97M-V/def2-TZVPD",
  "e_homo_ev": [-8.831, -8.859],
  "e_lumo_ha": [-0.0549, -0.0523],
  "homo_lumo_gap_ev": [7.34, 7.43],
  "relative_energy_kj_mol": 465.4,
  "max_force_ev_per_a": 0.47,
  "symbols": ["N", "C", "C", "C", "C", "O", "H", "H", "H", "H", "H", "H", "H"],
  "coordinates": [[1.5587, 0.8339, 0.8912], [1.0840, -0.0051, -0.0114], [0.0803, -1.0693, 0.4971], [-1.1651, -0.4924, -0.2127], [-0.6300, 0.9028, -0.3380], [1.2113, 0.0324, -1.2925], [2.1521, 1.4999, 0.3858], [0.3410, -2.0739, 0.1618], [-0.0103, -1.0256, 1.5829], [-2.0891, -0.5247, 0.3718], [-1.3124, -0.9372, -1.1961], [-0.6948, 1.5342, 0.5406], [-0.5260, 1.4076, -1.2903]]
}

=====

No. 4
{
  "formula": "C4H7NO",
  "method": "ωB97M-V/def2-TZVPD",
  "e_homo_ev": -9.455,
  "smiles": "C/N=C/[C@H]1CO1",
  "e_lumo_ha": 0.0377,
  "homo_lumo_gap_ev": 10.48,
  "relative_energy_kj_mol": 300.9,
  "max_force_ev_per_a": 0.53,
  "symbols": ["C", "N", "C", "C", "C", "O", "H", "H", "H", "H", "H", "H", "H"],
  "coordinates": [[-2.1295, 0.1239, 0.5298], [-0.7436, 0.4711, 0.3869], [-0.2186, 0.1865, -0.7251], [1.1940, -0.2781, -0.6921], [2.1270, 0.2023, 0.3280], [1.4551, -1.0224, 0.5011], [-2.0657, -0.9012, 0.9154], [-2.6957, 0.0859, -0.4143], [-2.6257, 0.7342, 1.2816], [-0.8045, 0.0255, -1.6452], [1.5476, -0.7730, -1.5931], [3.1973, 0.1081, 0.1610], [1.7922, 1.0211, 0.9642]]
}

=====

No. 5
{
  "formula": "C4H7NO",
  "method": "ωB97M-V/def2-TZVPD",
  "e_homo_ev": -7.395,
  "e_lumo_ha": 0.0287,
  "homo_lumo_gap_ev": 8.18,
  "relative_energy_kj_mol": 392.3,
  "max_force_ev_per_a": 0.57,
  "symbols": ["C", "C", "C", "C", "O", "N", "H", "H", "H", "H", "H", "H", "H"],
  "coordinates": [[1.1650, -1.2084, 0.0265], [-0.9763, -0.0731, -0.8194], [-1.3702, 0.4603, 0.5860], [-0.0234, 1.0756, 0.4723], [0.4476, 2.1820, 0.5440], [0.5248, 0.0324, -0.4619], [1.8227, -1.5962, -0.7564], [1.7519, -1.0048, 0.9278], [0.3710, -1.9322, 0.2220], [-1.1495, 0.6785, -1.5975], [-2.1679, 1.2062, 0.6630], [-1.5137, -0.3199, 1.3424], [1.1181, 0.4997, -1.1487]]
}

=====

No. 6
{
  "formula": "C4H7NO",
  "method": "ωB97M-V/def2-TZVPD",
  "e_homo_ev": [-8.660, -8.840],
  "e_lumo_ha": [0.0117, 0.0006],
  "homo_lumo_gap_ev": [8.98, 8.86],
  "relative_energy_kj_mol": 779.6,
  "max_force_ev_per_a": 1.88,
  "symbols": ["C", "C", "C", "C", "N", "O", "H", "H", "H", "H", "H", "H", "H"],
  "coordinates": [[1.2251, 0.2126, 0.0737], [-0.2268, 0.0757, 0.1142], [-0.8980, -1.2383, 0.4151], [-1.0440, 1.1513, -0.5514], [3.3801, -0.2936, -0.6965], [0.6805, 0.5468, 1.1733], [-1.6813, -1.4258, -0.3150], [-1.3509, -1.2086, 1.4092], [-0.1861, -2.0613, 0.3888], [-0.4382, 2.0395, -0.7211], [-1.9080, 1.4179, 0.0545], [-1.3867, 0.7830, -1.5163], [3.8341, 0.0007, 0.1715]]
}

=====

No. 7
{
  "formula": "C4H7NO",
  "method": "ωB97M-V/def2-TZVPD",
  "e_homo_ev": -8.936,
  "e_lumo_ha": 0.0262,
  "homo_lumo_gap_ev": 9.65,
  "relative_energy_kj_mol": 405.7,
  "max_force_ev_per_a": 0.55,
  "symbols": ["C", "C", "N", "C", "C", "O", "H", "H", "H", "H", "H", "H", "H"],
  "coordinates": [[2.3236, -0.0515, 0.1550], [0.8695, 0.2236, 0.0965], [0.2283, 1.2312, -0.2930], [-1.1725, 0.8976, -0.0546], [-1.2231, -0.4879, 0.5456], [0.0418, -0.8381, 0.5903], [2.6276, -0.2567, 1.1866], [2.8686, 0.8118, -0.2260], [2.5590, -0.9358, -0.4439], [-1.6026, 1.5728, 0.6980], [-1.7836, 1.0232, -0.9585], [-2.9813, -1.6622, -0.9977], [-2.7553, -1.5281, -0.2982]]
}

=====

No. 8
{
  "formula": "C4H7NO",
  "method": "ωB97M-V/def2-TZVPD",
  "e_homo_ev": -8.334,
  "e_lumo_ha": 0.0154,
  "homo_lumo_gap_ev": 8.75,
  "relative_energy_kj_mol": 468.2,
  "max_force_ev_per_a": 1.34,
  "symbols": ["C", "O", "C", "C", "C", "N", "H", "H", "H", "H", "H", "H", "H"],
  "coordinates": [[2.0827, 0.4127, 0.1490], [1.2336, -0.6851, -0.2600], [0.4058, -0.3890, -1.2214], [-1.9462, -0.4514, 0.3335], [-1.1280, 0.7599, 0.1135], [-0.7510, 1.8513, 0.2253], [1.4682, 1.3039, 0.2984], [2.8308, 0.5962, -0.6225], [2.5543, 0.1008, 1.0818], [-0.1967, -1.3164, -1.3610], [-1.4680, -1.4326, 0.2690], [-2.2980, -0.3218, 1.3556], [-2.7874, -0.4287, -0.3612]]
}